(1)
14
Properties=species:S:1:pos:R:3 method="wB97M-V/def2-TZVPD" e_tot_ha=-792.2465 mol_weight_g_mol=136.16 homo_ev=-13.9 charge=+1
C 1.02024 0.55278 0.13479
C -1.86449 -0.87489 -0.63015
N 1.74679 1.69000 -0.02647
N 1.14320 -0.71323 0.01227
N -0.56877 0.82310 0.87934
O 1.97992 -1.43024 -0.46125
O 0.00822 -1.59191 0.89248
S -1.23843 -0.73302 1.07086
H -1.03698 -0.88203 -1.38760
H -2.69961 -0.18422 -0.97639
H -1.93856 -2.01382 -0.71834
H 1.24822 2.47809 -0.41226
H 2.67858 1.65401 -0.20086
H -0.47834 1.22537 1.82357



(2)
13
Properties=species:S:1:pos:R:3 method="wB97M-V/def2-TZVPD" e_tot_ha=-716.9753 mol_weight_g_mol=120.16 homo_ev="-14.8 / -14.8" charge=+1
C 0.74631 0.47304 0.34232
C 2.07294 -0.02855 0.35012
N -2.18025 -1.00524 -1.09176
N -0.97591 -0.90952 1.06613
N -0.01079 1.42170 -0.09359
O -1.31803 1.55282 -0.20312
S -2.23342 -0.33561 0.21754
H 2.23472 -0.46715 1.27332
H 2.86284 0.70153 0.16565
H 2.00190 -0.76718 -0.45991
H -2.91260 -0.84424 -1.68532
H -0.80072 -1.87659 0.91310
H 0.51302 2.08497 -0.79448



(3)
12
Properties=species:S:1:pos:R:3 method="wB97M-V/def2-TZVPD" e_tot_ha=-585.1159 mol_weight_g_mol=103.06 homo_ev=-7.3
C 0.32066 0.76305 1.14939
C -1.88013 0.35509 0.00474
N 1.36665 0.28821 0.69728
N 1.23742 -0.81691 -0.16783
N -0.03665 -1.33649 -0.51921
P -0.90904 -0.04777 -1.43402
H 0.20487 1.50540 1.92602
H -2.01178 1.45565 -0.01534
H 2.35780 0.36203 0.81364
H 1.88112 -0.86428 -0.96230
H -0.64446 -1.63823 0.28942
H -1.77822 -0.87325 -2.06009



(4)
12
Properties=species:S:1:pos:R:3 method="wB97M-V/def2-TZVPD" e_tot_ha=-641.8629 mol_weight_g_mol=104.16 homo_ev="-12.8 / -14.1" charge=+1
C 0.82022 0.60013 -0.05502
C -0.91159 -1.20472 -0.25990
N -1.70188 1.40636 -0.32405
N 0.36669 -0.65371 0.12017
N 2.04647 0.82926 0.21056
S -2.16933 -0.00788 0.22499
H -1.04020 -1.49029 -1.40069
H -1.22147 -2.05021 0.35991
H -2.21244 2.27092 0.03629
H 1.00665 -1.42421 0.25943
H 2.41394 1.70060 0.35057
H 2.60292 0.02375 0.47773